one) # C6H10N4O2

A single C6H10N4O2 molecule (ωB97M-V/def2-TZVPD, OMol25).

Each line ends with the Mulliken charge.
Geometry (Å):
C 0.5869 -2.8311 0.3462  0.02
C 0.9928 -3.8425 -1.6569  0.08
C 0.7433 -1.5566 -0.2497  0.38
C -2.2972 2.8046 0.4485  -0.77
C 0.9200 1.1165 -0.2795  -0.54
C -0.0456 2.1307 0.3841  -0.45
N 0.6579 -3.9639 -0.3494  -0.64
N 1.1523 -2.7643 -2.2781  -0.43
N 0.3144 -0.5311 1.8064  -1.05
N 0.6367 -0.4354 0.5299  0.46
O 0.8805 -1.5304 -1.6753  -0.18
O -1.3462 1.9652 -0.1750  -0.30
H 0.4310 -2.8356 1.3791  0.56
H 1.1028 -4.7488 -2.2689  0.36
H -3.0832 3.0455 -0.2730  0.24
H -1.7719 3.6594 0.6888  0.42
H -2.7450 2.2929 1.3272  0.24
H 0.4416 0.9917 -1.2322  0.34
H 1.9837 1.2323 -0.1273  0.35
H 0.3278 3.1691 -0.0795  0.32
H -0.0952 2.2599 1.4958  0.39
H 0.2126 0.3719 2.2391  0.19

* HOMO-LUMO gap (alpha / beta): 7.151 / 7.515 eV
* lowest unoccupied orbital energy (alpha / beta): -0.13 / -0.21 eV
* total charge: 0


two) # C6H10N4O2

2 unconnected molecules or ions with the total composition C6H10N4O2 (ωB97M-V/def2-TZVPD, OMol25).

Each line ends with the Mulliken charge.
Geometry (Å):
C -0.3574 0.4491 -1.2776  -0.32
C -0.9841 2.4835 1.7362  0.40
C -0.6035 -1.7137 -0.0100  -1.65
C 1.3713 -0.4096 0.3899  -1.31
C 1.0871 -1.5685 -1.8435  -1.59
C 0.3514 -0.7750 -0.7364  1.98
N -1.0599 1.3835 -1.1004  0.75
N -1.4142 3.2026 0.9194  -0.35
N -1.8174 2.3348 -1.1937  -1.39
N -0.5042 1.4545 2.4443  0.87
O 0.7252 1.3179 2.5562  -0.54
O -1.3742 0.7590 2.9311  -0.48
H -1.1480 -1.1819 0.8495  0.25
H -1.4434 -2.1147 -0.7387  0.32
H -0.0410 -2.5190 0.2987  0.58
H 2.3701 -0.4242 0.1037  0.47
H 1.2281 0.6258 0.9046  0.24
H 1.2847 -1.2319 1.1883  0.29
H 0.5857 -1.7165 -2.7321  0.44
H 2.0673 -1.1355 -2.0746  0.39
H 1.2825 -2.5508 -1.3591  0.34
H -1.6061 3.3307 -1.2557  0.32

* HOMO-LUMO gap: 6.422 eV
* lowest unoccupied orbital energy: -1.82 eV
* total charge: 0


Which structure is the most stable? The one labeled one).